Entry 1:
This record from the OMol25 dataset describes a 8-piece molecular cluster, C51H37BN2O16 overall at a distorted geometry. The level of theory is ωB97M-V/def2-TZVPD.

The value obtained for the orbital gap is 0.266 Eh. The SMILES is OB(O)Cc1cccc2nccnc12.O=C1C=CC(=O)C=C1.O=C1C=CC(=O)C=C1.O=C1C=CC(=O)C=C1.O=C1C=CC(=O)C=C1.O=C1C=CC(=O)C=C1.O=C1C=CC(=O)C=C1.O=C1C=CC(=O)C=C1. For the LUMO energy, the calculation gives -1.8266 eV.

Each line ends with the Mulliken charge.
CARTESIAN COORDINATES (ANGSTROEM)
O (9.32, 1.74, -2.30)  -0.552
B (8.78, 2.78, -3.12)  0.607
O (9.02, 2.68, -4.50)  -0.575
C (7.93, 3.94, -2.39)  -0.972
C (6.43, 4.02, -2.79)  0.984
C (5.96, 5.32, -3.29)  -0.700
C (4.51, 5.55, -3.68)  -0.884
C (3.62, 4.41, -3.55)  -0.218
C (4.04, 3.05, -3.06)  0.002
N (3.04, 2.08, -3.01)  -0.237
C (3.60, 0.92, -2.56)  -0.204
C (5.01, 0.70, -2.13)  -0.666
N (5.94, 1.68, -2.16)  -0.304
C (5.45, 2.88, -2.66)  0.487
H (8.72, 1.73, -1.53)  0.300
H (9.67, 1.95, -4.59)  0.303
H (8.02, 3.87, -1.26)  0.217
H (8.43, 4.92, -2.65)  0.311
H (6.65, 6.19, -3.39)  0.238
H (4.13, 6.54, -4.03)  0.350
H (2.54, 4.58, -3.83)  0.385
H (2.91, 0.03, -2.50)  0.475
H (5.32, -0.32, -1.77)  0.447
O (-2.13, -1.39, -4.90)  -0.567
C (-1.61, -0.70, -4.05)  0.154
C (-2.27, -0.48, -2.74)  -0.330
C (-1.70, 0.28, -1.80)  -0.287
C (-0.40, 0.93, -2.03)  0.268
O (0.12, 1.63, -1.17)  -0.606
C (0.26, 0.71, -3.34)  -0.332
C (-0.31, -0.05, -4.27)  -0.632
H (-3.22, -0.97, -2.59)  0.391
H (-2.17, 0.45, -0.84)  0.629
H (1.22, 1.20, -3.48)  0.995
H (0.16, -0.22, -5.24)  0.482
O (6.81, 0.63, -7.66)  -0.559
C (5.97, 1.51, -7.67)  0.259
C (6.01, 2.62, -6.69)  -0.148
C (5.08, 3.58, -6.70)  -0.369
C (3.99, 3.58, -7.70)  0.314
O (3.15, 4.46, -7.71)  -0.571
C (3.96, 2.47, -8.68)  -0.473
C (4.88, 1.51, -8.67)  -0.384
H (6.81, 2.60, -5.97)  0.611
H (5.09, 4.39, -5.99)  0.486
H (3.15, 2.49, -9.40)  0.428
H (4.87, 0.70, -9.38)  0.420
O (3.66, 2.09, 3.82)  -0.561
C (3.16, 1.21, 3.16)  0.231
C (2.82, 1.42, 1.73)  -0.443
C (2.27, 0.45, 1.00)  0.124
C (1.98, -0.88, 1.59)  0.292
O (1.48, -1.76, 0.92)  -0.532
C (2.32, -1.09, 3.01)  -0.335
C (2.87, -0.12, 3.74)  -0.448
H (3.04, 2.40, 1.32)  0.529
H (2.01, 0.58, -0.04)  0.270
H (2.10, -2.07, 3.42)  0.437
H (3.12, -0.26, 4.78)  0.424
O (-3.78, -0.84, -0.09)  -0.546
C (-4.86, -1.41, -0.13)  0.229
C (-6.10, -0.67, -0.45)  -0.240
C (-7.28, -1.29, -0.49)  -0.405
C (-7.40, -2.74, -0.22)  0.330
O (-8.47, -3.30, -0.25)  -0.582
C (-6.15, -3.47, 0.10)  -0.436
C (-4.97, -2.86, 0.14)  -0.163
H (-6.00, 0.39, -0.64)  0.480
H (-8.20, -0.76, -0.71)  0.423
H (-6.25, -4.53, 0.29)  0.454
H (-4.05, -3.38, 0.36)  0.432
O (-6.22, -1.24, 2.35)  -0.308
C (-5.71, -0.55, 3.21)  0.456
C (-6.37, -0.34, 4.51)  -0.543
C (-5.81, 0.42, 5.45)  -0.447
C (-4.50, 1.08, 5.24)  0.206
O (-3.99, 1.76, 6.10)  -0.570
C (-3.84, 0.86, 3.93)  -0.717
C (-4.40, 0.11, 2.99)  -0.046
H (-7.32, -0.83, 4.66)  0.475
H (-6.27, 0.59, 6.42)  0.590
H (-2.88, 1.35, 3.78)  0.488
H (-3.93, -0.06, 2.03)  0.447
O (-4.45, -2.51, 11.53)  -0.540
C (-5.17, -1.94, 10.74)  0.340
C (-5.04, -0.49, 10.47)  -0.383
C (-5.84, 0.12, 9.60)  -0.223
C (-6.88, -0.61, 8.85)  0.503
O (-7.61, -0.05, 8.06)  -0.606
C (-7.01, -2.06, 9.12)  -0.399
C (-6.22, -2.68, 9.99)  -0.350
H (-4.27, 0.03, 11.02)  0.411
H (-5.76, 1.19, 9.39)  0.424
H (-7.78, -2.59, 8.57)  0.426
H (-6.30, -3.74, 10.20)  0.404
O (0.71, -6.90, 1.80)  -0.551
C (-0.02, -6.34, 1.01)  0.262
C (0.12, -4.89, 0.74)  -0.183
C (-0.68, -4.27, -0.13)  -0.324
C (-1.73, -5.01, -0.87)  0.238
O (-2.46, -4.45, -1.66)  -0.530
C (-1.87, -6.46, -0.60)  -0.502
C (-1.07, -7.08, 0.27)  -0.383
H (0.89, -4.37, 1.29)  0.487
H (-0.60, -3.21, -0.34)  0.638
H (-2.64, -6.99, -1.14)  0.451
H (-1.15, -8.14, 0.48)  0.415

***

Entry 2:
This record from the OMol25 dataset describes C51H39N9OPV as an isolated structure. The level of theory is ωB97M-V/def2-TZVPD.

Its net charge is +3. For the energy above the lowest of the compared OMol25 structures with the same formula, charge and spin, the calculation gives 0.000 eV. The value obtained for the orbital gap (alpha / beta) is 0.182 / 0.208 Eh. Its spin multiplicity is 2. For the LUMO energy (alpha / beta), the calculation gives -10.5359 / -9.8489 eV.

Each line ends with the Mulliken charge.
CARTESIAN COORDINATES (ANGSTROEM)
V (-0.15, -0.01, 0.48)  -0.214
C (-3.61, 2.34, -2.96)  -0.943
N (-2.35, 1.82, -2.42)  0.422
C (-2.20, 1.19, -1.25)  -0.631
N (-0.91, 0.83, -1.13)  1.025
C (-0.24, 1.21, -2.27)  -0.829
C (-1.14, 1.86, -3.08)  0.909
C (-0.94, 2.46, -4.41)  0.001
C (-0.42, 1.68, -5.44)  -0.250
C (-0.20, 2.24, -6.68)  -0.828
C (-0.51, 3.58, -6.91)  -0.436
C (-1.02, 4.36, -5.88)  -0.783
C (-1.24, 3.81, -4.63)  -0.289
C (1.14, 0.74, -2.50)  0.201
C (2.19, 1.61, -2.76)  -0.534
C (3.46, 1.09, -2.96)  -0.919
C (3.69, -0.28, -2.91)  -0.637
C (2.64, -1.15, -2.65)  -0.680
C (1.36, -0.64, -2.44)  -0.051
P (-3.49, 0.64, -0.07)  -0.426
C (-2.86, -1.08, 0.03)  -0.311
N (-1.58, -1.35, 0.32)  1.156
C (-1.39, -2.71, 0.28)  -0.200
C (-2.58, -3.30, -0.04)  0.972
N (-3.49, -2.25, -0.19)  0.510
C (-4.91, -2.42, -0.48)  -0.913
C (-2.93, -4.72, -0.17)  -0.162
C (-3.48, -5.20, -1.36)  -0.302
C (-3.79, -6.55, -1.48)  -0.799
C (-3.55, -7.41, -0.41)  -0.421
C (-3.00, -6.93, 0.77)  -0.830
C (-2.69, -5.58, 0.89)  -0.179
C (-0.03, -3.12, 0.63)  -0.097
C (0.63, -2.29, 1.57)  -0.788
C (1.97, -2.53, 1.89)  -0.517
C (2.65, -3.56, 1.28)  -0.695
C (1.99, -4.38, 0.36)  -0.832
C (0.66, -4.17, 0.03)  -0.607
C (-2.61, 1.26, 1.41)  -0.576
N (-1.30, 1.13, 1.67)  0.875
C (-1.00, 1.91, 2.77)  -0.407
C (-2.16, 2.51, 3.18)  0.701
N (-3.15, 2.08, 2.32)  0.430
C (-4.57, 2.44, 2.44)  -0.986
C (-2.38, 3.43, 4.31)  -0.010
C (-1.97, 3.05, 5.58)  -0.149
C (-2.14, 3.92, 6.65)  -0.860
C (-2.71, 5.17, 6.45)  -0.420
C (-3.11, 5.55, 5.18)  -0.868
C (-2.95, 4.69, 4.11)  -0.059
C (0.38, 2.11, 3.23)  0.537
C (0.85, 3.49, 3.39)  -1.101
C (2.12, 3.77, 3.67)  -1.344
C (3.17, 2.71, 3.73)  0.069
C (2.65, 1.24, 3.58)  -0.366
C (1.18, 1.06, 3.42)  -0.816
H (-4.45, 1.78, -2.55)  0.420
H (-3.59, 2.23, -4.04)  0.384
H (-3.72, 3.39, -2.71)  0.352
H (-0.18, 0.64, -5.26)  0.478
H (0.20, 1.64, -7.49)  0.445
H (-0.34, 4.02, -7.88)  0.445
H (-1.25, 5.40, -6.05)  0.432
H (-1.61, 4.42, -3.82)  0.460
H (2.01, 2.67, -2.81)  0.608
H (4.29, 1.77, -3.17)  0.498
H (4.68, -0.67, -3.08)  0.502
H (2.81, -2.22, -2.63)  0.553
H (0.52, -1.32, -2.31)  0.540
H (-5.26, -3.32, 0.03)  0.355
H (-5.07, -2.53, -1.55)  0.353
H (-5.46, -1.56, -0.11)  0.431
H (-3.65, -4.54, -2.20)  0.480
H (-4.21, -6.93, -2.40)  0.430
H (-3.79, -8.46, -0.51)  0.442
H (-2.82, -7.60, 1.60)  0.442
H (-2.28, -5.20, 1.82)  0.505
H (0.02, -1.66, 2.22)  0.920
H (2.45, -1.93, 2.65)  0.623
H (3.68, -3.76, 1.53)  0.535
H (2.52, -5.20, -0.10)  0.499
H (0.16, -4.80, -0.69)  0.673
H (-4.80, 2.58, 3.49)  0.385
H (-5.18, 1.64, 2.04)  0.444
H (-4.77, 3.36, 1.90)  0.364
H (-1.53, 2.07, 5.74)  0.495
H (-1.83, 3.62, 7.64)  0.452
H (-2.84, 5.84, 7.28)  0.447
H (-3.55, 6.53, 5.02)  0.434
H (-3.25, 5.00, 3.11)  0.468
H (0.12, 4.29, 3.32)  0.598
H (2.44, 4.80, 3.82)  0.468
H (3.90, 2.88, 4.53)  0.630
H (3.11, 0.53, 4.27)  0.616
H (0.79, 0.05, 3.42)  0.988
O (1.47, 0.45, 0.61)  0.470
N (2.75, 0.04, 0.30)  -0.144
C (3.63, 0.54, 1.08)  0.448
C (4.98, 0.19, 0.74)  -0.414
N (6.07, -0.08, 0.48)  -0.342
C (3.40, 1.40, 2.27)  0.361
N (3.86, 2.58, 2.40)  -0.717

***

Entry 3:
This record from the OMol25 dataset describes C51H40ClN5NiOS3 as an isolated structure at a distorted geometry. The level of theory is ωB97M-V/def2-TZVPD.

For the energy above the lowest of the compared OMol25 structures with the same formula, charge and spin, the calculation gives 3.482 eV. The value obtained for the orbital gap (alpha / beta) is 0.221 / 0.210 Eh. Its spin multiplicity is 3. For the LUMO energy (alpha / beta), the calculation gives -0.2432 / -0.5988 eV.

Each line ends with the Mulliken charge.
CARTESIAN COORDINATES (ANGSTROEM)
Ni (1.96, 1.22, 1.36)  0.970
N (1.18, 2.82, -0.16)  -0.458
S (-0.58, 3.55, 0.17)  0.227
N (-2.01, 2.57, 0.15)  -0.450
S (-2.10, 1.13, -0.27)  0.874
N (-1.66, 0.02, 0.62)  0.550
S (-0.66, -0.98, 1.37)  -0.237
N (0.80, -0.47, 1.09)  0.193
C (-1.01, -0.53, 3.04)  1.264
C (0.07, -0.60, 3.92)  -0.185
C (-0.19, -0.75, 5.28)  -0.944
C (-1.53, -0.76, 5.69)  -0.466
C (-2.59, -0.58, 4.81)  -0.792
C (-2.33, -0.46, 3.45)  -0.980
C (-0.78, -4.08, -3.05)  0.206
C (-1.90, -3.85, -3.83)  -0.160
C (-1.99, -4.57, -5.01)  -0.457
C (-0.99, -5.47, -5.40)  -0.582
C (0.10, -5.65, -4.53)  -0.312
C (0.24, -4.93, -3.34)  -0.807
C (-1.63, 0.90, -1.99)  0.914
C (-2.22, 1.71, -2.93)  -0.400
C (-2.07, 1.43, -4.28)  -1.088
C (-1.42, 0.27, -4.63)  -0.967
C (-0.75, -0.53, -3.69)  -0.761
C (-0.85, -0.21, -2.34)  0.069
C (-3.83, 0.82, -0.44)  0.032
C (-4.84, 1.63, 0.03)  -0.144
C (-6.15, 1.17, -0.01)  -0.841
C (-6.42, -0.09, -0.56)  -0.465
C (-5.40, -0.90, -1.07)  -0.677
C (-4.07, -0.47, -0.96)  -0.745
C (-0.57, 3.86, -1.69)  0.584
C (-1.42, 4.93, -1.99)  -0.472
C (-1.40, 5.50, -3.25)  -0.781
C (-0.51, 5.09, -4.22)  -0.657
C (0.32, 4.02, -3.90)  -0.982
C (0.32, 3.40, -2.68)  0.204
C (-0.13, 3.13, 2.02)  0.800
C (-1.26, 3.04, 2.83)  -0.994
C (-1.07, 2.82, 4.20)  -0.600
C (0.20, 2.70, 4.76)  -0.861
C (1.31, 2.88, 3.95)  -0.604
C (1.15, 3.08, 2.59)  -0.309
H (1.08, -0.67, 3.43)  -0.050
H (0.62, -0.82, 6.02)  0.459
H (-1.77, -0.88, 6.74)  0.367
H (-3.59, -0.58, 5.20)  0.453
H (-3.11, -0.46, 2.70)  0.487
H (-2.69, -3.14, -3.54)  0.453
H (-2.87, -4.50, -5.65)  0.353
H (-0.97, -6.13, -6.27)  0.341
H (0.83, -6.38, -4.79)  0.380
H (1.09, -4.99, -2.72)  0.591
H (-2.80, 2.58, -2.59)  0.545
H (-2.47, 2.09, -5.06)  0.481
H (-1.36, -0.04, -5.67)  0.416
H (-0.21, -1.38, -4.04)  0.786
H (-0.38, -0.85, -1.57)  0.046
H (-4.57, 2.58, 0.44)  0.517
H (-6.95, 1.80, 0.36)  0.444
H (-7.47, -0.42, -0.66)  0.348
H (-5.58, -1.84, -1.55)  0.487
H (-3.26, -1.10, -1.25)  0.585
H (-2.00, 5.41, -1.17)  0.363
H (-2.05, 6.32, -3.46)  0.453
H (-0.37, 5.60, -5.13)  0.508
H (1.01, 3.69, -4.69)  0.379
H (1.02, 2.61, -2.53)  0.449
H (-2.29, 3.15, 2.53)  0.382
H (-1.91, 2.80, 4.88)  0.419
H (0.32, 2.54, 5.83)  0.416
H (2.32, 2.93, 4.37)  0.487
H (2.07, 3.34, 2.00)  0.662
O (3.25, 3.97, -0.47)  -0.608
C (2.23, 3.40, -0.31)  0.837
Cl (5.32, -4.66, 2.65)  -0.214
C (4.49, -3.08, 2.20)  0.907
C (5.21, -2.32, 1.09)  0.148
C (4.96, -0.84, 1.18)  -1.444
C (4.31, -0.24, 2.21)  0.943
C (3.77, 1.12, 2.20)  -1.834
C (3.98, -1.06, 3.44)  -0.521
C (4.12, -2.38, 3.49)  -1.636
H (6.26, -2.58, 0.89)  0.574
H (5.20, -0.24, 0.33)  0.460
H (4.39, 1.82, 1.59)  0.498
H (3.70, 1.52, 3.20)  0.608
H (3.77, -0.43, 4.27)  0.556
H (4.00, -2.93, 4.40)  0.435
N (4.92, -5.19, -1.25)  -0.659
C (4.70, -4.22, -0.67)  -0.171
C (4.21, -2.96, 0.02)  1.708
C (3.28, -3.36, 1.21)  -0.707
C (2.14, -2.45, 1.46)  -1.055
C (1.79, -1.42, 0.69)  0.481
C (2.52, -1.24, -0.61)  0.093
C (3.55, -2.02, -0.97)  -2.212
H (2.99, -4.41, 1.24)  0.733
H (1.59, -2.60, 2.38)  0.548
H (2.25, -0.42, -1.26)  0.357
H (4.04, -1.84, -1.92)  0.458

***

Entry 4:
This record from the OMol25 dataset describes a 7-piece molecular cluster, C51H41NO16 overall at a distorted geometry. The level of theory is ωB97M-V/def2-TZVPD.

The value obtained for the orbital gap is 0.236 Eh. The SMILES is Cc1ccc(C(C)C)c(OCC2=C(N)C(=O)OC2=O)c1.O=C1C=CC(=O)C=C1.O=C1C=CC(=O)C=C1.O=C1C=CC(=O)C=C1.O=C1C=CC(=O)C=C1.O=C1C=CC(=O)C=C1.O=C1C=CC(=O)C=C1. For the LUMO energy, the calculation gives -2.0665 eV.

Each line ends with the Mulliken charge.
CARTESIAN COORDINATES (ANGSTROEM)
C (0.27, 3.75, 3.59)  -1.477
C (0.82, 3.23, 2.29)  0.568
C (1.60, 4.06, 1.50)  -0.976
C (2.11, 3.56, 0.30)  -1.064
C (1.86, 2.26, -0.14)  0.383
C (2.49, 1.82, -1.45)  0.292
C (1.60, 0.99, -2.37)  -1.637
C (3.85, 1.15, -1.23)  -1.386
C (1.08, 1.43, 0.68)  1.033
O (0.89, 0.14, 0.26)  -0.225
C (-0.13, -0.60, 0.92)  -0.753
C (-0.53, -1.72, 0.02)  -0.028
C (-1.73, -1.88, -0.54)  0.667
N (-2.91, -1.13, -0.47)  -0.410
C (-1.65, -3.13, -1.36)  0.698
O (-2.45, -3.61, -2.08)  -0.556
O (-0.41, -3.68, -1.16)  -0.298
C (0.35, -2.82, -0.41)  -0.135
O (1.49, -2.98, -0.15)  -0.549
C (0.57, 1.93, 1.87)  -0.459
H (0.83, 3.35, 4.44)  0.258
H (-0.77, 3.48, 3.73)  0.416
H (0.37, 4.83, 3.65)  0.374
H (1.82, 5.07, 1.80)  0.331
H (2.74, 4.19, -0.31)  0.361
H (2.71, 2.74, -1.99)  0.493
H (0.59, 1.38, -2.45)  0.363
H (1.55, -0.03, -2.00)  0.191
H (2.07, 0.92, -3.35)  0.503
H (4.25, 0.83, -2.19)  0.394
H (3.80, 0.34, -0.52)  0.317
H (4.54, 1.92, -0.88)  0.364
H (-1.01, -0.01, 1.12)  0.647
H (0.29, -1.03, 1.83)  0.370
H (-2.84, -0.35, -1.11)  0.364
H (-3.01, -0.74, 0.46)  0.212
H (-0.02, 1.30, 2.53)  0.541
O (-1.64, -8.31, -1.14)  -0.536
C (-1.71, -7.85, -0.02)  0.210
C (-2.39, -8.60, 1.07)  -0.439
C (-2.47, -8.10, 2.30)  -0.381
C (-1.90, -6.78, 2.64)  0.230
O (-1.98, -6.32, 3.76)  -0.562
C (-1.22, -6.03, 1.55)  -0.209
C (-1.13, -6.53, 0.32)  -0.276
H (-2.80, -9.57, 0.81)  0.413
H (-2.96, -8.63, 3.11)  0.424
H (-0.80, -5.07, 1.82)  0.543
H (-0.64, -6.00, -0.49)  0.586
O (5.22, 2.48, 8.17)  -0.552
C (4.94, 2.96, 7.10)  0.299
C (3.99, 2.29, 6.18)  -0.451
C (3.68, 2.81, 5.00)  -0.311
C (4.27, 4.10, 4.55)  0.226
O (3.99, 4.58, 3.47)  -0.483
C (5.22, 4.77, 5.47)  -0.411
C (5.53, 4.25, 6.65)  -0.378
H (3.57, 1.35, 6.52)  0.428
H (2.99, 2.34, 4.30)  0.604
H (5.65, 5.71, 5.12)  0.517
H (6.23, 4.72, 7.33)  0.475
O (7.30, 6.98, 5.10)  -0.577
C (7.95, 6.97, 4.07)  0.618
C (9.41, 7.18, 4.09)  -0.394
C (10.12, 7.18, 2.96)  -0.409
C (9.47, 6.96, 1.64)  0.335
O (10.11, 6.95, 0.62)  -0.535
C (7.99, 6.75, 1.63)  -0.454
C (7.29, 6.75, 2.76)  -0.246
H (9.87, 7.34, 5.06)  0.417
H (11.19, 7.33, 2.94)  0.399
H (7.54, 6.59, 0.66)  0.428
H (6.22, 6.60, 2.78)  0.439
O (-5.16, -2.61, 6.79)  -0.526
C (-4.67, -2.12, 5.80)  0.213
C (-4.73, -0.66, 5.55)  -0.433
C (-4.19, -0.12, 4.46)  -0.381
C (-3.51, -0.96, 3.46)  0.269
O (-3.01, -0.46, 2.46)  -0.556
C (-3.44, -2.42, 3.70)  -0.287
C (-3.97, -2.96, 4.79)  -0.347
H (-5.24, -0.07, 6.30)  0.412
H (-4.23, 0.95, 4.26)  0.432
H (-2.93, -3.01, 2.95)  0.551
H (-3.93, -4.02, 4.99)  0.486
O (-1.32, -1.37, -7.47)  -0.587
C (-2.25, -1.22, -6.70)  0.485
C (-2.52, -2.20, -5.62)  -0.402
C (-3.54, -2.04, -4.78)  -0.414
C (-4.45, -0.88, -4.90)  0.223
O (-5.39, -0.74, -4.13)  -0.608
C (-4.19, 0.09, -5.98)  -0.289
C (-3.17, -0.07, -6.82)  -0.423
H (-1.83, -3.04, -5.55)  0.524
H (-3.74, -2.74, -3.98)  0.629
H (-4.88, 0.93, -6.05)  0.438
H (-2.97, 0.63, -7.62)  0.405
O (-7.62, -5.45, -9.65)  -0.540
C (-7.02, -4.41, -9.46)  0.331
C (-6.38, -3.68, -10.58)  -0.389
C (-5.72, -2.54, -10.36)  -0.410
C (-5.61, -1.96, -9.00)  0.373
O (-5.01, -0.92, -8.81)  -0.481
C (-6.25, -2.70, -7.89)  -0.134
C (-6.91, -3.83, -8.10)  -0.435
H (-6.47, -4.12, -11.56)  0.402
H (-5.24, -1.99, -11.16)  0.419
H (-6.16, -2.26, -6.90)  0.441
H (-7.38, -4.39, -7.30)  0.435

***

For each record above, in turn, the calculated calculated total energy values are -89897.0709; -103929.1655; -149090.5094; -87795.3246 eV.